DFT (ωB97M-V with the def2-TZVPD basis set) results for a structure of composition C16H32FeNO2P2Si.

E_HOMO (alpha / beta) = -9.051 / -10.850 eV
Kohn-Sham gap (alpha / beta) = 6.075 / 5.810 eV
Spin multiplicity = 5
Net charge = +1
Calculated total energy = -83528.9598 eV

Geometry (Å):
1 H -0.16299 -1.35553 -3.92044
2 C -0.47520 0.21254 3.17307
3 H 4.50128 3.43069 0.45563
4 H -0.44104 0.36406 -3.59204
5 H -3.45168 -0.85020 1.75669
6 C -3.83201 -1.76618 -0.82887
7 H 0.13076 5.32026 1.55424
8 H -2.74176 2.09785 0.81316
9 C -1.94554 2.10628 1.57258
10 Fe -0.25262 0.22091 -0.42510
11 H -1.23948 2.92697 1.32601
12 O -0.66615 -4.76688 3.23365
13 H 2.73053 -3.25411 1.01787
14 C -2.79446 -0.98399 -0.24013
15 P 1.06024 -0.55852 -2.03133
16 H 3.00095 -2.89775 2.43794
17 Si 2.28239 4.10379 1.32274
18 H 3.07213 4.73223 3.61126
19 H 2.85948 -2.22868 -1.77521
20 C 2.56161 3.87444 3.15526
21 H 2.53550 0.23512 -3.79022
22 H 1.87143 -2.51309 -3.23291
23 C 1.43234 2.60423 0.68865
24 H 0.68702 5.28211 -0.12476
25 H -2.85788 -1.54150 -4.12230
26 C -3.89058 -1.90490 -2.22301
27 H -4.51962 -2.28379 -0.15062
28 C -1.70276 -0.99340 -2.37116
29 C 0.97002 1.59414 0.09707
30 H 0.43526 0.81181 3.32207
31 H -0.84518 -4.72488 2.29438
32 H 1.42240 6.43577 1.02518
33 H 1.24344 0.53871 -0.11522
34 H -4.78662 -2.28794 -2.67638
35 C -2.54389 -0.70665 1.13531
36 C 1.82698 -2.20658 -2.17252
37 C -0.41057 -0.63524 -3.13187
38 H -0.14227 -0.82048 3.34945
39 C -2.82913 -1.46999 -3.02021
40 H 3.58466 4.31681 -0.75423
41 O 3.26125 -3.55983 1.78547
42 H 3.16440 2.97630 3.34257
43 N -1.72272 -0.66961 -1.06820
44 C 3.84213 4.29543 0.31174
45 H -2.41205 2.22730 2.56443
46 H 4.40374 5.20499 0.55479
47 C 1.01771 5.42275 0.91389
48 H 2.04717 1.55028 -2.62056
49 H 3.29462 0.38460 -2.16989
50 H -1.54290 -4.94814 3.59588
51 P -1.24876 0.42033 1.55116
52 H 1.19889 -2.95389 -1.66385
53 H 1.60486 3.72657 3.67344
54 H -1.16627 0.49394 3.99640
55 C 2.34874 0.49700 -2.73227

Here are the Löwdin charges for atoms 1 to 6, given in e: atom 1 (H): 0.0949, atom 2 (C): -0.2339, atom 3 (H): 0.0357, atom 4 (H): 0.1052, atom 5 (H): 0.1000, atom 6 (C): 0.0147